{
  "formula": "C9H20ClIO2PRh",
  "method": "ωB97M-V/def2-TZVPD",
  "lumo_ha": [-0.3032, -0.4143],
  "spin_multiplicity": 5,
  "homo_energy_ha": [-0.5697, -0.5651],
  "total_charge": 2,
  "symbols": ["C", "I", "H", "H", "H", "Rh", "P", "C", "C", "H", "H", "H", "C", "H", "H", "H", "H", "H", "H", "C", "O", "Cl", "C", "C", "C", "O", "C", "H", "H", "H", "H", "H", "H", "H", "H"],
  "xyz": [[0.06525, -0.49581, 1.56451], [-0.89744, -2.81888, 1.58923], [0.59845, -1.26950, 0.94508], [-0.59976, -0.62681, 2.43145], [0.79960, 0.33571, 1.74599], [-0.68365, 1.77834, -0.36551], [-1.57892, 3.10880, -1.76889], [-2.97010, 4.05740, -1.11621], [-0.15933, 4.22990, -1.92510], [-1.26148, 2.42339, -4.07048], [-2.81983, 3.30647, -3.81616], [-2.64320, 1.60641, -3.32955], [-2.10535, 2.57443, -3.39853], [0.62518, 3.72924, -2.50161], [-0.45705, 5.16832, -2.41513], [-3.14798, 4.95310, -1.73226], [-2.79465, 4.38647, -0.08368], [0.23372, 4.44307, -0.93124], [-3.88469, 3.45835, -1.10607], [-1.92892, 1.88348, 0.95914], [-2.92474, 1.76825, 1.58351], [0.99560, 0.81707, -1.69109], [2.01544, -4.34207, 0.59667], [1.56714, -4.54996, 2.03910], [2.12717, -3.33633, 2.78689], [2.91630, -2.53396, 1.90864], [2.74614, -2.96907, 0.53398], [2.69445, -5.14087, 0.26972], [1.16665, -4.36644, -0.10529], [1.96840, -5.48206, 2.47739], [0.45067, -4.52426, 2.16442], [1.30865, -2.63046, 3.01327], [2.68157, -3.65181, 3.69089], [3.72980, -3.07320, 0.02800], [2.16695, -2.21670, 0.02894]]
}


{
  "formula": "C5H8O",
  "method": "ωB97M-V/def2-TZVPD",
  "lumo_ha": 0.0315,
  "homo_energy_ha": -0.3152,
  "smiles": "CC=C=C(C)O",
  "total_charge": 0,
  "symbols": ["C", "C", "C", "C", "C", "O", "H", "H", "H", "H", "H", "H", "H", "H"],
  "xyz": [[0.02717, 0.06628, -2.00910], [-1.08291, 0.60701, -1.11522], [-0.95936, 0.29411, 0.15540], [-0.23110, -0.29416, 1.08920], [0.96119, 0.34812, 1.72539], [-0.46799, -1.55560, 1.55598], [0.15245, -1.00148, -1.80166], [0.96274, 0.56124, -1.72258], [-0.11168, 0.19523, -3.08424], [-1.87748, 1.24450, -1.51063], [0.82900, 0.47642, 2.80300], [1.15792, 1.31744, 1.26070], [1.82759, -0.30448, 1.56774], [-1.16446, -1.94143, 1.00563]]
}


{
  "formula": "C5H7FN2",
  "method": "ωB97M-V/def2-TZVPD",
  "lumo_ha": [0.0304, 0.0316],
  "homo_energy_ha": [-0.2226, -0.2367],
  "total_charge": 0,
  "symbols": ["C", "C", "C", "C", "C", "N", "N", "F", "H", "H", "H", "H", "H", "H", "H"],
  "xyz": [[-3.87876, -0.41998, -0.29693], [2.05029, -0.31107, 0.08741], [1.48936, 1.06876, 0.50809], [0.75314, -1.00495, -0.42545], [-0.07718, 0.93561, 0.31404], [-2.95493, -1.02494, -0.57840], [-0.29708, -0.25593, -0.33190], [-0.66645, 2.08257, -0.25235], [2.88196, -0.35441, -0.68822], [2.36726, -0.84265, 0.99624], [1.81546, 1.02608, 1.61599], [1.80966, 2.01447, 0.12032], [0.78768, -2.13832, -0.51288], [-4.83070, -0.05340, -0.01860], [-1.24970, -0.72185, -0.53735]]
}


Calculated total energy for the records above, in order: -1714.33972 -270.47940 -403.94751 Eh
ΔE to the lowest compared entry with this formula, charge and spin for the records above, in order: 52.3 49.3 100.0 kcal/mol